w) Here is an isolated ion of composition C3H10N and charge +1 from the Open Molecules 2025 dataset. Energies are from ωB97M-V/def2-TZVPD.

For the LUMO energy, the calculation gives -3.7301 eV. As for the frontier orbital gap: 13.2 eV.

ORCA input file:
```
! wB97M-V def2-TZVPD RIJCOSX def2/J DEFGRID3
* xyz 1 1
C -0.649 -0.974 0.906
C 0.110 0.209 0.328
C 1.403 -0.208 -0.378
N -0.741 0.935 -0.704
H -1.725 -0.822 0.969
H -0.522 -1.917 0.368
H -0.237 -1.225 1.883
H 0.311 0.855 1.174
H 2.010 0.647 -0.656
H 1.153 -0.855 -1.222
H 1.954 -0.889 0.269
H -0.378 0.797 -1.656
H -1.696 0.547 -0.712
H -0.785 1.945 -0.554
*
```

Charges in e, computed with Löwdin, in the same order as the atoms:
1 C -0.048
2 C -0.371
3 C -0.041
4 N 0.220
5 H 0.087
6 H 0.095
7 H 0.102
8 H 0.147
9 H 0.092
10 H 0.096
11 H 0.101
12 H 0.171
13 H 0.170
14 H 0.178


x) Here is a 2-piece molecular cluster, C3H10N overall from the Open Molecules 2025 dataset. Energies are from ωB97M-V/def2-TZVPD.

For the LUMO energy (alpha / beta), the calculation gives -4.5077 / -4.5060 eV. As for the frontier orbital gap (alpha / beta): 9.4 / 9.4 eV.

ORCA input file:
```
! wB97M-V def2-TZVPD RIJCOSX def2/J DEFGRID3
* xyz 1 1
C -2.448 0.317 -0.082
C 2.003 0.159 -0.102
C -0.257 -0.819 -0.109
N 0.565 0.243 0.427
H -1.978 0.914 -0.942
H -3.252 -0.401 -0.336
H -2.302 0.683 0.945
H 2.072 0.100 -1.169
H 2.624 0.900 0.251
H 2.381 -0.808 0.299
H 0.001 -0.876 -1.177
H -0.215 -1.786 0.420
H 0.811 0.367 1.464
H -0.004 1.007 0.112
*
```

Charges in e, computed with Löwdin, in the same order as the atoms:
1 C 0.162
2 C 0.018
3 C -0.026
4 N -0.081
5 H 0.046
6 H 0.042
7 H 0.022
8 H 0.096
9 H 0.071
10 H 0.126
11 H 0.088
12 H 0.091
13 H 0.219
14 H 0.125


How do the energies compare? Relative to the most stable structure, in eV: w) 0.000; x) 4.151.


w) Here is a 2-piece molecular cluster, C6H15N2 overall from the Open Molecules 2025 dataset. Energies are from ωB97M-V/def2-TZVPD.

For the LUMO energy, the calculation gives -5.1566 eV. As for the frontier orbital gap: 8.4 eV.

ORCA input file:
```
! wB97M-V def2-TZVPD RIJCOSX def2/J DEFGRID3
* xyz 1 1
C 0.246 0.472 2.427
C -0.490 1.658 1.834
C -0.266 -1.905 -0.557
C -1.641 0.024 -1.027
C 0.814 0.084 -1.732
C -0.290 -0.508 -1.006
N 0.333 0.910 1.071
N 2.113 -0.101 -1.107
H 1.049 0.579 3.150
H -0.519 -0.327 2.662
H -1.569 1.569 1.765
H -0.081 2.565 2.250
H -0.081 -1.766 0.602
H -1.151 -2.386 -0.494
H 0.673 -2.430 -1.021
H -1.676 0.914 -1.677
H -2.382 -0.718 -1.404
H -1.911 0.124 0.088
H 0.424 1.058 -2.142
H 0.934 -0.589 -2.617
H 2.839 -0.368 -1.874
H 2.725 0.523 -0.580
H 1.153 1.362 0.653
*
```

Charges in e, computed with Löwdin, in the same order as the atoms:
1 C -0.104
2 C -0.187
3 C 0.000
4 C -0.017
5 C -0.250
6 C -0.238
7 N -0.060
8 N 0.005
9 H 0.114
10 H 0.124
11 H 0.109
12 H 0.118
13 H 0.156
14 H 0.052
15 H 0.152
16 H 0.108
17 H 0.126
18 H 0.135
19 H 0.144
20 H 0.168
21 H 0.135
22 H 0.084
23 H 0.127


x) Here is a 2-piece molecular cluster, C6H15N2 overall from the Open Molecules 2025 dataset. Energies are from ωB97M-V/def2-TZVPD.

For the LUMO energy, the calculation gives -7.5301 eV. As for the frontier orbital gap: 5.5 eV.

ORCA input file:
```
! wB97M-V def2-TZVPD RIJCOSX def2/J DEFGRID3
* xyz 1 1
C -3.196 0.107 0.343
C -2.065 0.337 -0.718
C -0.746 -0.342 -0.518
C 0.355 0.288 0.264
N 1.499 -0.253 0.669
C 2.511 0.605 1.105
C 3.798 0.280 0.481
N -2.936 -0.168 1.752
H -3.943 0.960 0.341
H -3.848 -0.682 -0.113
H -1.837 1.427 -0.619
H -2.479 0.185 -1.808
H -0.494 -1.297 -0.939
H 0.203 1.460 0.570
H 0.813 -2.943 -4.965
H 2.215 1.672 0.880
H 2.631 0.559 2.228
H 4.106 -0.771 0.829
H 4.564 0.977 0.827
H 3.847 0.388 -0.632
H 0.436 -2.813 -4.315
H -3.446 0.411 2.410
H -1.988 -0.389 1.927
*
```

Charges in e, computed with Löwdin, in the same order as the atoms:
1 C -0.250
2 C -0.142
3 C 0.149
4 C -0.091
5 N 0.115
6 C -0.334
7 C -0.096
8 N 0.034
9 H 0.138
10 H 0.119
11 H 0.127
12 H 0.176
13 H 0.128
14 H 0.179
15 H 0.011
16 H 0.129
17 H 0.172
18 H 0.119
19 H 0.087
20 H 0.100
21 H -0.009
22 H 0.094
23 H 0.047


y) Here is a 2-piece molecular cluster, C6H15N2 overall from the Open Molecules 2025 dataset. Energies are from ωB97M-V/def2-TZVPD.

For the LUMO energy, the calculation gives -7.2719 eV. As for the frontier orbital gap: 6.1 eV.

ORCA input file:
```
! wB97M-V def2-TZVPD RIJCOSX def2/J DEFGRID3
* xyz 1 1
N -0.261 -1.016 2.831
C 0.228 -1.046 -0.587
C 1.515 -0.574 -0.097
C 1.142 0.803 0.399
C 1.773 1.913 -0.032
C -0.450 -0.485 -1.848
N -1.160 0.741 -1.671
C -2.158 0.602 -0.635
H 0.645 -1.327 3.140
H -0.955 -1.294 3.498
H -0.452 -1.495 1.970
H -0.046 -2.085 -0.390
H 2.026 -1.138 0.692
H 2.308 -0.505 -0.856
H 0.540 0.771 1.307
H 1.345 2.893 0.126
H 2.711 1.755 -0.552
H -1.235 -1.196 -2.117
H 0.257 -0.432 -2.683
H -0.591 1.545 -1.454
H -2.985 -0.005 -1.003
H -2.512 1.553 -0.259
H -1.685 0.025 0.220
*
```

Charges in e, computed with Löwdin, in the same order as the atoms:
1 N 0.049
2 C 0.157
3 C -0.165
4 C -0.176
5 C 0.091
6 C -0.168
7 N -0.115
8 C -0.080
9 H 0.026
10 H 0.028
11 H -0.020
12 H 0.144
13 H 0.136
14 H 0.166
15 H 0.092
16 H 0.083
17 H 0.083
18 H 0.130
19 H 0.159
20 H 0.098
21 H 0.099
22 H 0.100
23 H 0.083


z) Here is a 2-piece molecular cluster, C6H15N2 overall from the Open Molecules 2025 dataset. Energies are from ωB97M-V/def2-TZVPD.

For the LUMO energy, the calculation gives -6.5310 eV. As for the frontier orbital gap: 6.6 eV.

ORCA input file:
```
! wB97M-V def2-TZVPD RIJCOSX def2/J DEFGRID3
* xyz 1 1
C 0.974 -2.242 -0.783
C 1.469 -0.816 -0.986
C 0.981 0.116 0.118
C 1.858 0.486 1.117
N 1.659 1.440 2.086
C -0.249 0.738 0.007
C -0.832 1.388 -1.185
N -3.552 -0.029 0.701
H 1.039 -2.733 0.184
H 1.645 -2.920 -1.327
H 2.558 -0.774 -1.035
H 1.052 -0.472 -1.920
H 2.817 -0.022 1.110
H 1.428 1.041 2.993
H 0.974 2.120 1.786
H -0.583 1.113 0.978
H -3.730 -0.882 1.209
H -1.337 0.657 -1.835
H -1.598 2.083 -0.843
H -0.114 1.974 -1.762
H -0.042 -2.385 -1.149
H -2.588 0.237 0.799
H -3.830 -0.118 -0.263
*
```

Charges in e, computed with Löwdin, in the same order as the atoms:
1 C -0.080
2 C -0.181
3 C -0.215
4 C -0.010
5 N 0.148
6 C 0.015
7 C -0.028
8 N 0.044
9 H 0.080
10 H 0.088
11 H 0.119
12 H 0.111
13 H 0.149
14 H 0.145
15 H 0.100
16 H 0.115
17 H 0.020
18 H 0.115
19 H 0.095
20 H 0.117
21 H 0.083
22 H -0.044
23 H 0.015


How do the energies compare? Relative to the most stable structure, in eV: w) 1.921; x) 3.000; y) 2.219; z) 0.000.


w) Here is C12H18 as an isolated structure from the Open Molecules 2025 dataset. Energies are from ωB97M-V/def2-TZVPD.

For the LUMO energy, the calculation gives 0.7490 eV. As for the frontier orbital gap: 9.3 eV.

ORCA input file:
```
! wB97M-V def2-TZVPD RIJCOSX def2/J DEFGRID3
* xyz 0 1
C -0.370 2.341 0.042
C 0.296 1.767 -0.923
C 2.136 0.754 0.901
C 0.795 0.351 1.436
C 0.963 0.632 -1.259
C 2.334 0.363 -0.548
C -0.215 0.771 0.401
C 2.549 -1.145 -0.536
C -2.329 0.641 -1.073
C -2.440 -0.116 1.251
C -1.199 -1.518 -0.371
C -1.512 -0.065 0.022
H 2.228 1.719 1.087
H 2.891 0.173 1.452
H 0.709 -0.678 1.531
H 0.544 0.788 2.405
H 0.880 -0.048 -2.256
H 3.251 0.921 -1.040
H 1.638 -1.643 -0.821
H 2.872 -1.445 0.454
H 3.165 -1.522 -1.378
H -3.374 0.189 -1.017
H -1.729 0.789 -1.976
H -2.552 1.734 -0.819
H -3.536 -0.338 0.958
H -2.002 -0.796 1.964
H -2.591 0.940 1.676
H -0.265 -1.519 -0.927
H -1.930 -1.915 -1.173
H -1.207 -2.123 0.534
*
```

Charges in e, computed with Löwdin, in the same order as the atoms:
1 C 0.078
2 C -0.145
3 C -0.179
4 C -0.115
5 C -0.075
6 C -0.315
7 C -0.203
8 C -0.076
9 C -0.082
10 C -0.066
11 C -0.043
12 C -0.557
13 H 0.070
14 H 0.122
15 H 0.093
16 H 0.141
17 H 0.178
18 H 0.178
19 H 0.043
20 H 0.078
21 H 0.093
22 H 0.101
23 H 0.078
24 H 0.092
25 H 0.107
26 H 0.064
27 H 0.112
28 H 0.035
29 H 0.118
30 H 0.076


x) Here is one molecule with the formula C12H18 from the Open Molecules 2025 dataset. Energies are from ωB97M-V/def2-TZVPD.

For the LUMO energy, the calculation gives 0.0844 eV. As for the frontier orbital gap: 6.3 eV.

ORCA input file:
```
! wB97M-V def2-TZVPD RIJCOSX def2/J DEFGRID3
* xyz 0 1
C 1.823 -2.760 -0.923
C 1.554 -1.402 -0.328
C 2.673 -0.554 0.059
C 0.362 -0.962 0.110
C 0.099 0.359 0.864
C -0.769 0.588 1.883
C -2.097 0.094 1.763
C -0.289 1.332 3.077
C -0.231 0.219 -0.424
C -0.735 0.813 -1.501
C -1.244 2.209 -1.524
C -0.836 -0.214 -2.684
H 2.612 -3.195 -0.247
H 0.940 -3.430 -0.872
H 2.144 -2.727 -1.935
H 3.574 -0.685 -0.582
H 2.433 0.472 -0.204
H 3.001 -0.608 1.094
H -2.482 -0.189 2.762
H -2.850 0.752 1.320
H -2.112 -0.867 1.343
H 0.706 1.836 3.010
H -1.073 2.082 3.304
H -0.310 0.683 3.926
H -2.068 2.384 -2.138
H -1.777 2.399 -0.528
H -0.385 2.928 -1.700
H -1.505 0.082 -3.414
H 0.143 -0.474 -3.112
H -1.299 -1.165 -2.399
*
```

Charges in e, computed with Löwdin, in the same order as the atoms:
1 C -0.026
2 C -0.260
3 C -0.054
4 C 0.010
5 C -0.106
6 C -0.311
7 C -0.052
8 C -0.053
9 C -0.261
10 C -0.255
11 C -0.063
12 C -0.045
13 H 0.107
14 H 0.090
15 H 0.068
16 H 0.098
17 H 0.088
18 H 0.101
19 H 0.102
20 H 0.099
21 H 0.072
22 H 0.094
23 H 0.093
24 H 0.061
25 H 0.040
26 H 0.093
27 H 0.097
28 H 0.030
29 H 0.071
30 H 0.073


How do the energies compare? Relative to the most stable structure, in eV: w) 0.000; x) 2.056.


w) Here is a 2-piece molecular cluster, C4H10S overall from the Open Molecules 2025 dataset. Energies are from ωB97M-V/def2-TZVPD.

For the LUMO energy, the calculation gives -0.6326 eV. As for the frontier orbital gap: 8.5 eV.

ORCA input file:
```
! wB97M-V def2-TZVPD RIJCOSX def2/J DEFGRID3
* xyz 0 1
C -1.675 -0.706 0.392
C -0.005 -0.213 -0.017
C 0.649 0.038 1.233
C 0.286 0.835 -1.106
H -2.219 -0.022 0.923
H -2.044 -1.358 -0.336
H -1.599 -1.465 1.342
H 0.678 -1.061 -0.514
H 1.499 0.787 1.367
H -0.118 0.756 1.882
H 0.813 -0.912 1.939
H -0.408 1.705 -1.002
H -0.054 0.318 -2.099
H 2.141 0.247 -2.868
S 2.058 1.051 -1.136
*
```

Charges in e, computed with Löwdin, in the same order as the atoms:
1 C -0.006
2 C -0.510
3 C -0.244
4 C -0.674
5 H 0.004
6 H 0.016
7 H 0.107
8 H 0.133
9 H 0.052
10 H 0.122
11 H 0.121
12 H 0.082
13 H 0.086
14 H 0.097
15 S 0.615


x) Here is a 2-piece molecular cluster, C4H10S overall from the Open Molecules 2025 dataset. Energies are from ωB97M-V/def2-TZVPD.

For the LUMO energy, the calculation gives 0.8201 eV. As for the frontier orbital gap: 9.7 eV.

ORCA input file:
```
! wB97M-V def2-TZVPD RIJCOSX def2/J DEFGRID3
* xyz 0 1
C -2.113 -2.292 2.515
C -1.763 -3.050 1.432
H -2.135 -2.729 3.602
H -2.239 -1.226 2.403
H -2.058 -4.133 1.286
H -1.290 -2.663 0.532
C 2.038 2.601 -1.572
C 0.938 1.555 -1.428
S 0.725 0.692 0.114
H 2.880 2.392 -2.321
H 1.694 3.631 -1.758
H 2.661 2.618 -0.535
H 0.990 0.785 -2.244
H -0.082 2.036 -1.589
H -0.245 -0.217 -0.438
*
```

Charges in e, computed with Löwdin, in the same order as the atoms:
1 C -0.087
2 C -0.095
3 H 0.082
4 H 0.025
5 H 0.058
6 H 0.020
7 C -0.192
8 C -0.727
9 S 0.625
10 H 0.082
11 H 0.059
12 H 0.100
13 H 0.068
14 H 0.070
15 H -0.088


How do the energies compare? Relative to the most stable structure, in eV: w) 2.261; x) 0.000.


w) Here is a 2-piece molecular cluster, C4H10S overall from the Open Molecules 2025 dataset. Energies are from ωB97M-V/def2-TZVPD.

For the LUMO energy, the calculation gives 0.8527 eV. As for the frontier orbital gap: 9.8 eV.

ORCA input file:
```
! wB97M-V def2-TZVPD RIJCOSX def2/J DEFGRID3
* xyz 0 1
C 1.982 -1.572 1.596
C 1.703 -1.670 2.888
H 1.514 -2.343 0.992
H 2.556 -0.761 1.114
H 1.004 -2.477 3.147
H 2.322 -1.124 3.636
C -2.344 1.191 -1.527
C -0.875 0.825 -1.667
S 0.283 2.180 -1.340
H -2.424 2.220 -1.166
H -2.753 0.579 -0.720
H -2.914 1.177 -2.451
H -0.694 0.035 -0.920
H -0.694 0.331 -2.625
H 1.335 1.409 -0.959
*
```

Charges in e, computed with Löwdin, in the same order as the atoms:
1 C -0.103
2 C -0.095
3 H 0.040
4 H 0.052
5 H 0.050
6 H 0.060
7 C -0.179
8 C -0.649
9 S 0.671
10 H 0.051
11 H 0.071
12 H 0.067
13 H 0.059
14 H 0.062
15 H -0.156


x) Here is a 2-piece molecular cluster, C4H10S overall from the Open Molecules 2025 dataset. Energies are from ωB97M-V/def2-TZVPD.

For the LUMO energy, the calculation gives 0.8539 eV. As for the frontier orbital gap: 9.8 eV.

ORCA input file:
```
! wB97M-V def2-TZVPD RIJCOSX def2/J DEFGRID3
* xyz 0 1
C 0.015 -1.310 -0.044
C 0.633 -0.147 -0.173
C 0.330 0.726 -1.312
C 1.729 0.294 0.761
H -0.700 -1.676 -0.774
H -0.008 -1.956 0.803
H -0.729 0.719 -1.403
H 0.621 1.813 -1.012
H 0.740 0.644 -2.336
H 1.623 -0.013 1.824
H 1.675 1.405 0.589
H 2.698 -0.192 0.666
S -3.047 -0.403 0.357
H -1.938 0.337 0.496
H -3.641 -0.242 1.557
*
```

Charges in e, computed with Löwdin, in the same order as the atoms:
1 C -0.032
2 C -0.467
3 C -0.091
4 C -0.069
5 H 0.048
6 H 0.059
7 H 0.039
8 H 0.105
9 H 0.092
10 H 0.084
11 H 0.078
12 H 0.074
13 S 0.507
14 H -0.216
15 H -0.209


How do the energies compare? Relative to the most stable structure, in eV: w) 0.000; x) 0.104.


w) Here is one molecule with the formula C4H10S from the Open Molecules 2025 dataset. Energies are from ωB97M-V/def2-TZVPD.

For the LUMO energy, the calculation gives 1.0277 eV. As for the frontier orbital gap: 9.4 eV.

ORCA input file:
```
! wB97M-V def2-TZVPD RIJCOSX def2/J DEFGRID3
* xyz 0 1
C 1.408 0.320 1.053
C -0.047 -0.074 1.559
C -1.129 -0.270 0.532
S -1.042 0.810 -0.846
C -0.423 0.051 -2.429
H 1.695 1.392 0.826
H 1.603 -0.282 0.184
H 2.068 0.019 1.887
H 0.032 -1.010 2.156
H -0.217 0.768 2.227
H -0.944 -1.251 0.158
H -2.103 -0.310 1.052
H -1.070 0.445 -3.290
H -0.406 -1.073 -2.430
H 0.576 0.462 -2.639
*
```

Charges in e, computed with Löwdin, in the same order as the atoms:
1 C -0.134
2 C -0.324
3 C -0.583
4 S 0.793
5 C -0.392
6 H 0.082
7 H 0.043
8 H 0.064
9 H 0.109
10 H 0.091
11 H 0.060
12 H 0.085
13 H 0.045
14 H 0.047
15 H 0.015


x) Here is a 2-piece molecular cluster, C4H10S overall from the Open Molecules 2025 dataset. Energies are from ωB97M-V/def2-TZVPD.

For the LUMO energy, the calculation gives 0.8002 eV. As for the frontier orbital gap: 9.5 eV.

ORCA input file:
```
! wB97M-V def2-TZVPD RIJCOSX def2/J DEFGRID3
* xyz 0 1
C -1.705 0.859 1.688
C -1.693 0.672 0.393
C -1.393 1.558 -0.711
S -2.127 -1.017 -0.141
H -1.469 1.906 1.988
H -2.219 0.285 2.404
H -0.388 1.489 -1.130
H -1.294 2.521 -0.203
H -2.189 1.582 -1.432
H -2.385 -0.651 -1.374
C 1.398 -1.668 -0.171
H 0.936 -1.355 -1.063
H 1.180 -0.923 0.591
H 2.562 -1.616 -0.428
H 1.220 -2.722 0.162
*
```

Charges in e, computed with Löwdin, in the same order as the atoms:
1 C -0.054
2 C -0.741
3 C -0.140
4 S 0.760
5 H 0.079
6 H 0.043
7 H 0.090
8 H 0.081
9 H 0.075
10 H -0.165
11 C -0.084
12 H -0.034
13 H 0.000
14 H 0.059
15 H 0.030


How do the energies compare? Relative to the most stable structure, in eV: w) 0.000; x) 0.454.